Computed, not measured: a 3-piece molecular cluster, C13H18BClN2 overall, with ωB97M-V/def2-TZVPD.

Results
Net charge: 0
Gap between HOMO and LUMO: 0.260 Ha

Each atom is followed by the atoms it is bonded to, with distances in Å.
Positions of all 35 atoms, in Å:
1 C -1.237 5.815 1.108  C2 1.415, C5 1.377, H6 1.082
2 C -0.789 4.659 1.790  C1 1.415, C3 1.377, H7 1.082
3 C -0.585 3.679 0.845  C2 1.377, N4 1.371, H8 1.082
4 N -0.899 4.201 -0.382  C3 1.371, C5 1.371, H9 1.012
5 C -1.293 5.506 -0.232  C1 1.377, N4 1.371, H10 1.082
6 H -1.491 6.771 1.548  C1 1.082
7 H -0.631 4.553 2.856  C2 1.082
8 H -0.245 2.656 0.941  C3 1.082
9 H -0.848 3.703 -1.261  N4 1.012
10 H -1.579 6.100 -1.090  C5 1.082
11 C -1.984 -4.591 -2.828  C12 1.415, C15 1.377, H16 1.082
12 C -3.290 -4.155 -2.503  C11 1.415, C13 1.377, H17 1.082
13 C -3.204 -3.441 -1.329  C12 1.377, N14 1.371, H18 1.082
14 N -1.892 -3.435 -0.932  C13 1.371, C15 1.371, H19 1.012
15 C -1.140 -4.128 -1.843  C11 1.377, N14 1.371, H20 1.082
16 H -1.690 -5.177 -3.689  C11 1.082
17 H -4.197 -4.342 -3.065  C12 1.082
18 H -3.963 -2.940 -0.742  C13 1.082
19 H -1.536 -2.987 -0.098  N14 1.012
20 H -0.071 -4.235 -1.712  C15 1.082
21 C -0.488 0.319 2.504  C22 1.428, H28 1.194
22 C 0.045 0.311 1.179  C21 1.428, B23 1.668
23 B 0.634 -0.301 -0.256  C22 1.668, C24 1.669, H29 1.183
24 C 2.268 -0.476 -0.545  B23 1.669, C25 1.642, H30 1.171, H31 1.179
25 C 2.899 -1.400 0.656  C24 1.642, C26 1.672, H32 1.192, H33 1.183
26 C 4.156 -0.610 1.426  C25 1.672, Cl27 1.882, H34 1.182, H35 1.171
27 Cl 4.501 -1.634 2.966  C26 1.882
28 H -0.656 0.734 3.611  C21 1.194
29 H -0.145 -0.577 -1.103  B23 1.183
30 H 2.737 0.597 -0.559  C24 1.171
31 H 2.488 -1.019 -1.569  C24 1.179
32 H 2.084 -1.566 1.510  C25 1.192
33 H 3.209 -2.486 0.300  C25 1.183
34 H 3.711 0.441 1.736  C26 1.182
35 H 5.119 -0.544 0.764  C26 1.171